160
Properties=species:S:1:pos:R:3:forces:R:3:lowdin_charge:R:1 method="wB97M-V/def2-TZVPD" mol_weight_g_mol=889.3 s2=0.7551 total_charge=+4 homo_ev="-14.77 / -15.56" lumo_ev="-11.58 / -11.58" multiplicity=2 energy_ev=-77086.4151
N 0.31383 1.03224 -0.05789 -1.19 -0.32 -2.93 -0.656
O 0.43540 1.44706 -1.23151 0.84 0.79 -0.04 -0.043
O -0.46653 1.56660 0.69468 -1.32 2.07 2.30 -0.050
O 0.81300 -0.02692 0.25194 2.12 -2.31 1.08 -0.041
C 6.15416 2.18496 -3.15580 -0.70 0.20 0.55 0.049
C 4.83581 2.60947 -2.44884 -2.13 1.53 -4.44 -0.303
O 3.81045 3.11983 -2.95153 4.42 -2.22 2.68 0.128
N 4.88636 2.25678 -1.01632 -1.11 0.33 0.93 0.093
H 5.62026 1.57383 -0.89354 0.13 -0.55 0.21 0.165
H 5.24174 3.07920 -0.55004 0.05 0.66 0.50 0.188
C 3.52605 1.82144 -0.43952 0.56 -0.38 -0.14 0.052
H 6.13898 2.21025 -4.24540 -0.50 -0.04 0.19 0.110
H 6.41589 1.19600 -2.77956 -0.19 -0.37 -0.32 0.090
H 7.03807 2.75283 -2.86541 -0.22 0.61 0.31 0.109
H 2.77929 2.53184 -0.79419 0.03 -0.46 -0.19 0.074
H 3.52369 1.77924 0.64966 0.47 0.26 -0.10 0.111
H 3.42641 0.79742 -0.79947 -0.68 0.30 -0.15 0.100
C 1.74968 -3.07282 -1.08477 -1.98 0.51 0.21 -0.062
C 2.54287 -3.77395 -2.10413 1.63 -0.68 0.43 -0.392
C 3.72426 -4.48618 -1.30719 0.13 -0.57 -1.85 -0.103
C 4.68506 -5.17661 -2.31566 0.35 -0.48 -0.24 -0.142
C 4.02623 -5.62306 -3.63101 -1.03 -0.01 -0.18 -0.125
C 2.55798 -6.05830 -3.44419 -1.02 -0.51 -1.40 -0.432
N 1.72999 -4.94721 -2.79393 -6.21 1.19 -0.83 0.131
O 0.37614 -4.92446 -2.87306 9.06 -0.08 0.80 0.179
C 2.43080 -7.24900 -2.50209 -0.38 -0.37 1.97 -0.002
C 1.91508 -6.47255 -4.79932 -0.09 0.36 -0.45 0.009
C 3.01252 -2.69424 -3.16355 -0.74 -0.93 -0.71 0.032
H 1.32042 -3.71866 -0.31880 0.23 -0.26 0.04 0.086
H 0.89439 -2.60542 -1.57273 0.00 0.50 0.26 0.092
H 2.37922 -2.32768 -0.59840 -0.21 0.07 -0.14 0.097
H 3.29187 -5.13000 -0.54127 -0.07 -0.24 -0.24 0.107
H 4.34588 -3.78806 -0.74654 -0.50 0.52 -0.17 0.125
H 5.19068 -6.06880 -1.94629 -0.10 0.19 0.63 0.124
H 5.48527 -4.46552 -2.52083 -0.01 -0.08 -0.22 0.118
H 4.43052 -6.51574 -4.10826 0.50 -0.23 0.58 0.142
H 4.12662 -4.93162 -4.46764 -0.30 0.41 0.31 0.111
H 2.68931 -6.91237 -1.49812 0.12 -0.23 0.15 0.078
H 3.03846 -8.13675 -2.67744 0.53 0.52 -0.72 0.122
H 1.43746 -7.68565 -2.39867 -0.34 0.52 -0.42 0.108
H 2.17340 -7.51203 -5.00143 0.07 0.07 0.10 0.108
H 2.27175 -5.87688 -5.63959 0.33 0.13 0.14 0.097
H 0.83086 -6.39044 -4.87560 0.01 -0.10 0.61 0.092
H 3.61386 -3.00918 -4.01637 0.35 -0.44 0.54 0.081
H 3.52454 -1.88010 -2.65060 -0.15 -0.22 0.18 0.093
H 2.13488 -2.31126 -3.68429 -0.28 0.31 0.45 0.103
C -2.02370 -5.00501 5.42987 -0.60 0.43 -0.69 0.016
C -0.64984 -4.50659 5.79122 2.00 -0.94 0.22 -0.449
C 0.40475 -5.57713 5.43687 0.88 0.58 -2.11 -0.108
C 0.66799 -5.68001 3.90773 -0.07 -0.17 0.61 -0.164
C 1.24115 -4.37746 3.38078 -0.21 0.09 0.27 -0.125
C 0.24772 -3.17247 3.50860 1.27 0.57 -0.31 -0.379
N -0.36280 -3.19667 4.95904 -1.89 7.05 1.06 0.163
O -0.73275 -1.95433 5.41258 2.30 -8.56 -2.44 0.142
C -0.89876 -3.37343 2.52834 -1.04 -1.23 0.18 -0.006
C 0.90921 -1.75939 3.21029 -0.37 -1.18 1.68 0.005
C -0.36722 -4.21145 7.24121 -1.77 0.72 0.67 -0.015
H -2.09394 -5.42120 4.42491 0.25 0.49 -0.27 0.085
H -2.70627 -4.15968 5.51706 -0.56 -0.52 0.28 0.107
H -2.26762 -5.90506 5.99424 -0.08 0.51 0.77 0.126
H 0.18089 -6.55908 5.85372 -0.51 0.28 0.15 0.148
H 1.34056 -5.25566 5.89407 0.15 -0.16 0.04 0.124
H -0.21467 -5.94104 3.32388 -0.14 -0.20 0.26 0.103
H 1.38803 -6.47630 3.71914 0.02 -0.01 0.07 0.129
H 1.47607 -4.52539 2.32672 -0.14 0.39 -0.16 0.117
H 2.20106 -4.21940 3.87239 -0.05 0.49 0.16 0.131
H -1.73210 -2.69379 2.70642 0.15 0.12 -0.22 0.103
H -1.27046 -4.39523 2.60494 -0.37 0.07 0.37 0.073
H -0.59380 -3.39393 1.48206 0.49 0.86 0.13 0.100
H 1.54233 -1.51857 4.06427 0.15 0.10 0.05 0.090
H 0.13766 -0.99069 3.16653 0.23 -0.16 -0.50 0.054
H 1.56367 -1.80124 2.33964 -0.53 -0.10 -0.18 0.087
H 0.63942 -3.84754 7.44702 -0.20 0.12 -0.15 0.109
H -0.54398 -5.11390 7.82639 0.24 -0.24 -0.24 0.120
H -1.15760 -3.55109 7.59802 0.37 0.46 0.34 0.099
C -0.66834 4.50386 -1.51032 0.48 -1.69 -1.19 -0.007
C -0.36243 5.97498 -1.42152 -0.99 0.54 1.33 -0.429
C 0.76907 6.19519 -0.40412 2.22 0.73 -0.27 -0.123
C 2.19359 5.74023 -0.89368 -2.80 0.05 -0.99 -0.142
C 2.43831 6.60861 -2.17028 0.97 -0.84 2.24 -0.123
C 1.43793 6.43869 -3.34746 1.08 0.77 -0.24 -0.379
N 0.00524 6.51722 -2.81405 -4.65 2.07 -4.62 0.142
O -0.93649 7.03180 -3.65361 6.00 -3.48 5.99 0.205
C 1.79785 5.06113 -4.02847 -1.32 -0.39 0.22 0.012
C 1.63861 7.65103 -4.30691 -0.04 -0.20 0.06 -0.004
C -1.55706 6.70808 -0.80117 -0.95 0.89 -1.13 -0.015
H 0.22354 3.88923 -1.63230 0.13 0.07 0.23 0.056
H -1.25629 4.17530 -2.36732 -0.44 0.46 0.04 0.106
H -1.15148 4.13499 -0.60555 -0.01 0.32 0.03 0.096
H 0.54030 5.82419 0.59494 -0.52 -0.59 -0.34 0.110
H 0.86127 7.26404 -0.21134 -0.10 0.26 -0.14 0.126
H 2.07026 4.69972 -1.19405 0.48 -0.25 0.18 0.065
H 2.92438 5.83996 -0.09112 0.12 0.22 -0.32 0.119
H 3.44949 6.32364 -2.46081 -0.15 0.20 -0.88 0.124
H 2.56162 7.58882 -1.70975 -0.45 0.55 -0.87 0.131
H 1.12271 4.79867 -4.84296 0.09 0.47 -0.25 0.105
H 1.71601 4.19594 -3.37057 -0.14 0.33 0.43 0.056
H 2.83503 5.02829 -4.36205 -0.18 0.67 -0.10 0.095
H 2.67730 7.64567 -4.63736 0.01 -0.09 0.11 0.106
H 1.46848 8.58588 -3.77287 0.03 -0.05 0.14 0.100
H 1.02116 7.69525 -5.20407 -0.10 -0.49 0.17 0.097
H -1.34525 7.77489 -0.72945 0.14 -0.01 0.42 0.104
H -1.85463 6.28354 0.15764 0.65 0.02 0.08 0.096
H -2.49063 6.68871 -1.36347 0.17 -0.38 -0.50 0.099
C -3.68512 1.68931 -2.38438 0.36 0.79 -0.23 -0.045
C -3.73063 0.25563 -1.81481 -0.66 -0.60 -2.18 -0.435
C -5.21605 -0.06886 -1.44027 1.49 -0.50 -0.48 -0.127
C -5.36597 -1.59847 -1.29526 -0.87 0.43 0.23 -0.179
C -5.06997 -2.39053 -2.61938 1.23 1.16 2.70 -0.103
C -3.53680 -2.20830 -3.00676 -1.83 1.38 0.06 -0.427
N -3.27094 -0.68618 -2.97917 3.90 0.82 -0.98 -0.045
O -2.01632 -0.29717 -3.51681 -4.55 -1.60 1.97 -0.073
C -3.52323 -2.71415 -4.47832 1.30 0.45 0.57 -0.035
C -2.58321 -2.94980 -1.98584 -0.69 0.00 -1.69 -0.018
C -2.82833 0.05290 -0.61325 0.14 0.61 1.03 -0.040
H -4.24761 2.42567 -1.81038 -0.09 -0.32 0.82 0.079
H -4.13884 1.86524 -3.35972 -0.05 -0.94 -0.23 0.092
H -2.68937 2.11960 -2.49125 0.28 -0.43 0.19 0.059
H -5.94492 0.33395 -2.14354 0.30 -0.27 -0.66 0.123
H -5.44986 0.55837 -0.58003 0.13 -0.53 0.66 0.113
H -6.37842 -1.71402 -0.90837 -0.32 -0.55 -0.50 0.109
H -4.79152 -2.02160 -0.47121 0.46 0.24 -0.03 0.085
H -5.80762 -2.04185 -3.34215 0.46 -0.41 -0.45 0.126
H -5.13257 -3.44193 -2.33877 -0.57 -0.10 -0.52 0.116
H -4.04827 -2.02041 -5.13495 -0.03 0.08 0.24 0.093
H -3.99705 -3.68999 -4.58473 0.07 -0.02 0.27 0.088
H -2.49274 -2.76489 -4.82994 0.02 -0.12 -0.18 0.071
H -2.80652 -4.00685 -2.13039 -0.02 -0.19 0.31 0.082
H -2.70194 -2.67242 -0.93843 -0.17 0.11 -0.21 0.056
H -1.54670 -2.82037 -2.29726 0.02 0.28 0.02 0.054
H -1.79283 -0.26083 -0.74518 -0.09 0.25 -0.77 0.073
H -3.20364 -0.63705 0.14253 -0.48 -0.18 -0.17 0.070
H -2.80639 1.02387 -0.11844 0.24 0.05 0.19 0.061
C 0.86321 4.82106 3.49418 -0.35 0.90 0.06 -0.086
C -0.07083 3.65367 3.15159 1.00 -0.43 -0.63 -0.238
C -1.22669 3.53676 4.13500 -0.82 -0.52 -0.63 -0.073
N -2.26722 2.40632 3.87659 1.16 0.23 -1.35 -0.252
C -1.61146 1.01239 3.96737 -0.32 1.54 -0.35 0.026
C -2.96988 2.62047 2.50566 -1.50 -0.80 0.89 -0.068
C -4.18890 3.62035 2.72505 1.55 -0.90 0.93 -0.087
C -4.32823 3.59174 4.30285 0.13 0.42 -0.73 -0.118
C -3.45080 2.43387 4.79166 0.05 1.11 0.19 -0.116
H 0.31364 5.74948 3.64949 -0.39 0.01 0.21 0.083
H 1.48797 5.10875 2.64861 0.25 -0.51 -0.07 0.058
H 1.49530 4.72748 4.37725 -0.06 -0.43 -0.05 0.086
H 0.54604 2.76797 2.99957 -0.13 -0.39 0.61 0.103
H -0.39947 3.79734 2.12229 -0.57 0.22 0.07 0.082
H -1.78713 4.45117 3.94041 -0.16 0.07 0.85 0.133
H -0.89895 3.39073 5.16425 -0.06 0.37 0.00 0.144
H -2.45646 0.32392 3.97578 0.43 -0.23 -0.05 0.099
H -1.02371 0.97953 4.88475 -0.24 -0.06 0.08 0.109
H -0.94686 0.89264 3.11176 -0.24 -0.05 -0.13 0.072
H -3.42998 1.63259 2.48320 0.01 -0.07 -1.05 0.118
H -2.30716 2.78031 1.65515 0.14 -0.09 0.41 0.099
H -5.09511 3.25600 2.24119 0.24 -0.18 -0.03 0.114
H -3.95198 4.58634 2.27914 -0.12 0.14 0.44 0.103
H -5.36042 3.46770 4.63041 0.11 0.00 -0.04 0.126
H -3.96400 4.53314 4.71417 -0.10 -0.04 0.08 0.112
H -3.97243 1.48254 4.68699 0.15 0.02 0.11 0.135
H -3.07230 2.58392 5.80276 -0.25 -0.21 0.09 0.145